Entry a
Entry from the Open Molecules 2025 dataset: C5H6 in the gas phase (the ωB97M-V functional and the def2-TZVPD basis).

For the HOMO energy, the calculation gives -8.28 eV. The HOMO-LUMO gap comes out at 9.4 eV. As for the SMILES: C1=CCC=C1.

```
! RIJCOSX wB97M-V def2-TZVPD def2/J DEFGRID3
* xyz 0 1
C -0.84070 0.96958 -0.02167
C -0.57387 0.11188 0.96323
C 0.50348 -0.82388 0.58619
C 0.74652 -0.39830 -0.80505
C 0.04657 0.77957 -1.08970
H -1.64500 1.63847 0.22212
H -1.35741 -0.18218 1.75284
H 1.36204 -0.71600 1.21061
H 0.29737 -1.91724 0.74118
H 1.49234 -0.81194 -1.48652
H -0.03134 1.35005 -2.07321
*
```

Atom charges from the Löwdin analysis, given in e for atoms 1 to 4:
1 C -0.155
2 C -0.138
3 C -0.220
4 C -0.092


Entry b
Entry from the Open Molecules 2025 dataset: C5H6 in the gas phase (the ωB97M-V functional and the def2-TZVPD basis).

For the HOMO energy (spin up / spin down), the calculation gives -8.77 / -7.97 eV. The HOMO-LUMO gap (spin up / spin down) comes out at 8.1 / 7.5 eV.

```
! RIJCOSX wB97M-V def2-TZVPD def2/J DEFGRID3
* xyz 0 1
C 1.68774 0.77243 0.08843
C 0.57081 0.29032 -0.57766
C 2.64903 -0.00748 0.73672
C -0.65247 -0.09889 -0.77248
C -1.72630 -0.35417 0.30010
H 1.86860 1.86696 0.14527
H 2.92795 -0.99356 0.31146
H -1.09299 -0.19420 -1.65918
H -1.83742 0.39866 1.10428
H -1.75946 -1.39694 0.62165
H -2.63550 -0.28314 -0.29858
*
```

Atom charges from the Löwdin analysis, given in e for atoms 1 to 4:
1 C -0.263
2 C 0.014
3 C 0.096
4 C -0.147


Tell me which of them is the most stable. Sure, it is entry a.


Entry a
Entry from the Open Molecules 2025 dataset: a 2-piece molecular cluster, C4H10OS overall (the ωB97M-V functional and the def2-TZVPD basis).

For the HOMO energy, the calculation gives -8.59 eV. The HOMO-LUMO gap comes out at 9.1 eV. As for the SMILES: C=CO.CSC.

```
! RIJCOSX wB97M-V def2-TZVPD def2/J DEFGRID3
* xyz 0 1
C -2.46912 0.84408 1.65592
C -1.30589 1.44784 1.38977
O -0.78787 2.57990 1.95050
H -2.25845 -0.22597 1.57709
H -3.21205 1.19988 2.39614
H -0.65352 0.99505 0.57226
H 0.09070 2.78556 1.57868
C 1.77021 -0.32027 -0.12419
S 1.38731 -1.66686 -1.37150
C -0.30078 -1.15117 -1.97012
H 1.91673 0.70353 -0.53819
H 1.02038 -0.39285 0.69562
H 2.73336 -0.61780 0.26236
H -0.32262 -1.29687 -3.02556
H -0.45377 -0.10704 -1.61280
H -0.92133 -1.93586 -1.27390
*
```

Atom charges from the Löwdin analysis, given in e for atoms 1 to 4:
1 C -0.012
2 C -0.301
3 O -0.003
4 H 0.051


Entry b
Entry from the Open Molecules 2025 dataset: a 2-piece molecular cluster, C4H10OS overall (the ωB97M-V functional and the def2-TZVPD basis).

For the HOMO energy, the calculation gives -8.35 eV. The HOMO-LUMO gap comes out at 8.7 eV. As for the SMILES: C=CO.CCS.

```
! RIJCOSX wB97M-V def2-TZVPD def2/J DEFGRID3
* xyz 0 1
C -1.48373 -1.55905 0.61353
C -2.16338 -1.03195 1.64455
O -1.86635 0.13562 2.30914
H -1.93648 -1.64045 -0.37358
H -0.43622 -1.80680 0.69435
H -3.07241 -1.50378 2.06422
H -2.08658 0.78750 1.62864
C 0.46001 0.97565 -1.32487
C 1.87339 1.02713 -0.75359
S 2.48761 -0.74413 -0.63995
H -0.28596 1.29920 -0.58429
H 0.14613 -0.00165 -1.69453
H 0.20898 1.77061 -2.03331
H 2.53649 1.59039 -1.42185
H 1.84822 1.14920 0.32422
H 3.77028 -0.44749 -0.45269
*
```

Atom charges from the Löwdin analysis, given in e for atoms 1 to 4:
1 C -0.009
2 C -0.267
3 O -0.028
4 H 0.059


Tell me which of them is the most stable. Sure, it is entry a.


Entry a
Entry from the Open Molecules 2025 dataset: C4H10OS in the gas phase (the ωB97M-V functional and the def2-TZVPD basis).

For the HOMO energy, the calculation gives -9.33 eV. The HOMO-LUMO gap comes out at 10.2 eV. As for the SMILES: OCCCCS.

```
! RIJCOSX wB97M-V def2-TZVPD def2/J DEFGRID3
* xyz 0 1
O -1.62574 2.06589 0.16818
C -0.60391 1.52291 1.09651
C -0.21466 0.09214 0.78907
C -0.24848 -0.44678 -0.69841
C 1.12538 -0.98777 -1.20598
S 1.58464 -2.68292 -0.57358
H -1.52734 1.68611 -0.70641
H 0.06559 2.34588 1.26658
H -1.27717 1.44041 1.96792
H -0.79475 -0.69208 1.33628
H 0.81514 -0.09214 1.23134
H -0.61400 0.39131 -1.40791
H -1.00461 -1.24926 -0.71679
H 1.18391 -0.94020 -2.29513
H 1.84266 -0.19055 -0.90054
H 1.29336 -2.26297 0.64889
*
```

Atom charges from the Löwdin analysis, given in e for atoms 1 to 4:
1 O -0.110
2 C -0.209
3 C -0.202
4 C -0.257


Entry b
Entry from the Open Molecules 2025 dataset: C4H10OS in the gas phase (the ωB97M-V functional and the def2-TZVPD basis).

For the HOMO energy, the calculation gives -8.51 eV. The HOMO-LUMO gap comes out at 9.4 eV. As for the SMILES: CSCCCO.

```
! RIJCOSX wB97M-V def2-TZVPD def2/J DEFGRID3
* xyz 0 1
C 0.32373 -0.93400 -2.09875
S 1.53297 -0.72069 -0.81194
C 0.54342 -0.87100 0.68202
C -0.14019 0.46621 1.11612
C -1.57133 0.72986 0.82959
O -1.80545 2.05999 1.24746
H -0.24258 -1.93406 -2.02476
H -0.33159 -0.07280 -2.29001
H 0.95720 -1.00561 -3.01083
H 1.13539 -1.28795 1.46970
H -0.26720 -1.63188 0.48812
H 0.39304 1.31669 0.66486
H 0.06354 0.58204 2.21501
H -1.77368 0.54633 -0.25133
H -2.18378 0.03317 1.41230
H -2.76806 2.15887 1.16437
*
```

Atom charges from the Löwdin analysis, given in e for atoms 1 to 4:
1 C -0.465
2 S 0.787
3 C -0.500
4 C -0.268


Entry c
Entry from the Open Molecules 2025 dataset: a 2-piece molecular cluster, C4H10OS overall (the ωB97M-V functional and the def2-TZVPD basis).

For the HOMO energy, the calculation gives -8.82 eV. The HOMO-LUMO gap comes out at 9.7 eV. As for the SMILES: CC=O.CCS.

```
! RIJCOSX wB97M-V def2-TZVPD def2/J DEFGRID3
* xyz 0 1
C 2.73855 -0.71365 0.19682
C 1.68293 0.26187 -0.23578
O 1.29973 1.34171 0.16296
H 3.48012 -0.81804 -0.61480
H 3.20189 -0.28382 0.99021
H 2.21370 -1.61666 0.23473
H 1.15703 -0.12149 -1.12852
C -1.96006 1.03668 0.42678
C -1.94669 -0.03385 -0.62439
S -0.86616 -1.49532 -0.12769
H -2.86640 1.50096 0.24095
H -2.03967 0.57583 1.38598
H -1.08623 1.69403 0.29773
H -1.60745 0.31621 -1.59775
H -2.81137 -0.65015 -0.72302
H -0.58993 -0.99430 1.11578
*
```

Atom charges from the Löwdin analysis, given in e for atoms 1 to 4:
1 C -0.033
2 C -0.385
3 O 0.017
4 H 0.102


Tell me which of them is the most stable. Sure, it is entry b.